DFT (ωB97M-V/def2-TZVPD) results for a structure of composition C19H31AsAuIO7S at a distorted geometry.

Positions of all 61 atoms, in Å:
Au1 -0.503 -0.261 0.055
C1 1.107 -2.716 4.446
C2 1.339 -1.209 4.363
As1 0.419 -0.497 2.733
C3 1.000 1.394 2.822
C4 1.222 2.044 4.185
C5 -1.408 -0.288 3.500
C6 -1.622 -0.089 4.998
H1 1.642 -3.173 5.285
H2 1.444 -3.192 3.523
H3 0.043 -2.945 4.558
H4 2.399 -0.998 4.203
H5 1.015 -0.707 5.277
H6 0.247 1.941 2.245
H7 1.923 1.431 2.244
H8 0.293 2.137 4.747
H9 1.633 3.051 4.064
H10 1.928 1.472 4.792
H11 -1.953 -1.179 3.178
H12 -1.838 0.540 2.929
H13 -1.174 -0.899 5.579
H14 -2.690 -0.068 5.237
H15 -1.191 0.847 5.353
I1 -2.856 -2.410 -1.612
C7 -2.221 -1.471 0.255
H16 -2.055 -2.329 0.906
H17 -3.107 -0.928 0.580
C8 -3.868 6.982 -4.070
C9 -3.426 5.766 -3.295
C10 -2.676 4.768 -3.890
C11 -2.227 3.649 -3.184
C12 -1.415 2.630 -3.946
C13 -2.526 3.526 -1.818
C14 -3.350 4.499 -1.223
C15 -3.850 4.371 0.195
C16 -3.777 5.597 -1.964
C17 -1.907 2.384 -0.978
O1 -1.683 2.628 0.225
O2 -1.674 1.323 -1.594
H18 -3.247 7.125 -4.956
H19 -3.798 7.885 -3.460
H20 -4.905 6.890 -4.405
H21 -2.415 4.861 -4.942
H22 -1.259 2.976 -4.972
H23 -1.921 1.667 -3.956
H24 -0.452 2.454 -3.470
H25 -3.023 4.238 0.887
H26 -4.479 3.484 0.294
H27 -4.441 5.249 0.469
H28 -4.399 6.348 -1.482
O3 3.123 -0.760 1.196
S1 2.986 -0.126 -0.090
O4 4.127 0.638 -0.520
O5 1.711 0.546 -0.349
O6 2.981 -1.369 -1.216
C18 1.369 -2.049 -2.826
C19 1.796 -2.059 -1.384
O7 1.099 -2.414 -0.475
H29 2.209 -2.201 -3.503
H30 0.948 -1.057 -3.004
H31 0.593 -2.794 -2.985

Its energy relative to the best compared isomer or geometry (same formula, charge and spin) is 41.8 kcal/mol. For the HOMO energy, the calculation gives -0.63 eV. The value obtained for the HOMO-LUMO gap is 5.0 eV. Its total charge is -2.